(1)
The following is a DFT calculation (wB97M-V/def2-TZVPD) of 9 unconnected molecules or ions with the total composition C48H105N3O24P6 at a distorted geometry.

```
! wB97M-V def2-TZVPD RIJCOSX def2/J DEFGRID3
* xyz 0 1
C -3.79 5.52 3.01
C -4.21 5.38 4.52
O -5.11 6.36 4.95
P -4.50 7.74 5.61
O -3.92 8.72 4.65
O -5.70 8.28 6.58
C -6.73 7.52 7.16
C -7.59 8.48 7.98
O -3.49 7.15 6.72
C -2.60 8.04 7.35
C -1.63 7.23 8.19
H -4.54 5.41 2.23
H -3.40 6.51 2.76
H -3.10 4.70 2.81
H -4.82 4.48 4.56
H -3.43 5.36 5.28
H -7.25 6.93 6.40
H -6.35 6.74 7.82
H -8.52 8.07 8.38
H -6.96 8.85 8.78
H -7.95 9.33 7.40
H -2.00 8.50 6.57
H -3.12 8.61 8.12
H -0.91 6.63 7.63
H -1.09 7.93 8.83
H -2.08 6.41 8.75
C -0.03 2.39 -4.31
C 1.40 2.49 -3.86
O 1.69 1.62 -2.78
P 2.66 2.06 -1.58
O 2.29 3.32 -0.91
O 2.72 0.68 -0.67
C 3.63 0.68 0.43
C 3.00 0.71 1.78
O 4.09 2.14 -2.30
C 4.55 0.97 -3.03
C 5.89 1.42 -3.66
H -0.17 2.75 -5.33
H -0.28 1.33 -4.27
H -0.74 2.98 -3.73
H 2.07 2.21 -4.67
H 1.70 3.50 -3.60
H 4.19 -0.23 0.27
H 4.39 1.44 0.24
H 2.32 1.56 1.84
H 2.27 -0.07 1.97
H 3.66 0.73 2.65
H 4.72 0.12 -2.37
H 3.76 0.58 -3.66
H 6.46 0.59 -4.08
H 5.71 2.01 -4.56
H 6.50 1.94 -2.92
C -1.18 -3.66 0.99
C -0.81 -2.23 1.52
O -0.16 -1.46 0.53
P -0.87 -0.57 -0.64
O -2.24 -1.05 -1.00
O -0.84 0.90 0.11
C -1.09 2.09 -0.58
C -0.94 3.26 0.31
O 0.19 -0.52 -1.87
C 0.55 -1.75 -2.49
C 1.41 -1.46 -3.72
H -0.28 -4.04 0.51
H -1.51 -4.29 1.81
H -1.98 -3.51 0.27
H -1.69 -1.65 1.80
H -0.17 -2.28 2.40
H -0.36 2.26 -1.38
H -2.03 1.95 -1.12
H -1.63 3.19 1.16
H 0.08 3.24 0.68
H -1.24 4.17 -0.20
H 1.07 -2.43 -1.83
H -0.37 -2.22 -2.85
H 2.39 -1.36 -3.25
H 1.48 -2.34 -4.36
H 1.19 -0.56 -4.29
C 0.51 -6.20 2.58
C 1.24 -6.47 1.30
O 0.45 -6.52 0.13
P 1.10 -6.04 -1.31
O 1.77 -4.75 -1.33
O 2.13 -7.24 -1.66
C 2.65 -7.31 -2.93
C 4.03 -6.57 -3.05
O -0.14 -6.27 -2.30
C -1.31 -5.48 -2.21
C -2.30 -5.94 -1.06
H -0.49 -6.63 2.48
H 1.13 -6.61 3.38
H 0.52 -5.12 2.73
H 2.14 -5.86 1.21
H 1.65 -7.48 1.31
H 2.94 -8.32 -3.21
H 2.05 -6.77 -3.66
H 4.48 -6.48 -4.04
H 3.99 -5.55 -2.66
H 4.79 -7.22 -2.61
H -1.06 -4.42 -2.16
H -1.81 -5.55 -3.18
H -3.23 -5.36 -1.06
H -2.48 -7.00 -1.24
H -1.95 -5.92 -0.04
C -3.82 0.71 8.02
C -3.50 -0.48 7.15
O -3.69 -0.33 5.76
P -2.84 -1.19 4.66
O -1.36 -1.13 4.86
O -3.58 -2.61 4.78
C -3.00 -3.75 4.18
C -2.43 -4.56 5.35
O -3.40 -0.68 3.24
C -3.23 0.68 2.88
C -4.07 0.95 1.58
H -4.91 0.65 8.05
H -3.43 0.66 9.03
H -3.45 1.62 7.55
H -2.42 -0.58 7.30
H -4.04 -1.38 7.45
H -3.79 -4.28 3.66
H -2.19 -3.44 3.52
H -2.93 -4.39 6.30
H -2.23 -5.62 5.16
H -1.42 -4.24 5.59
H -3.55 1.37 3.66
H -2.19 0.98 2.75
H -3.83 1.99 1.35
H -3.73 0.33 0.76
H -5.10 0.70 1.84
C 7.80 -2.26 -7.93
C 7.22 -2.04 -6.53
O 5.98 -2.70 -6.49
P 4.74 -2.19 -5.52
O 3.61 -3.15 -5.44
O 5.49 -1.89 -4.14
C 5.76 -2.88 -3.17
C 4.71 -2.88 -2.07
O 4.49 -0.67 -5.99
C 3.46 -0.28 -6.96
C 4.09 -0.38 -8.37
H 7.10 -2.01 -8.73
H 8.69 -1.65 -8.10
H 8.09 -3.30 -8.02
H 7.87 -2.37 -5.72
H 7.10 -0.96 -6.43
H 5.95 -3.89 -3.54
H 6.67 -2.56 -2.67
H 3.75 -3.28 -2.41
H 5.08 -3.46 -1.22
H 4.59 -1.93 -1.54
H 2.59 -0.91 -6.79
H 3.28 0.78 -6.77
H 4.82 -1.19 -8.46
H 3.26 -0.55 -9.06
H 4.59 0.49 -8.78
N -0.55 1.68 4.94
C -0.15 1.97 3.66
C -0.12 3.39 3.61
C -0.44 3.92 4.89
C -0.79 2.83 5.66
H -0.75 0.76 5.31
H 0.08 1.19 2.94
H 0.13 3.98 2.74
H -0.45 4.93 5.27
H -1.06 2.68 6.70
N -4.32 5.30 -2.85
C -3.94 5.95 -1.66
C -2.58 6.00 -1.60
C -2.06 5.33 -2.70
C -3.19 4.87 -3.41
H -5.25 5.18 -3.25
H -4.70 6.36 -1.02
H -1.99 6.47 -0.83
H -1.01 5.21 -2.93
H -3.19 4.29 -4.32
N 1.30 -4.47 -6.20
C 0.32 -4.76 -5.36
C -0.61 -5.62 -6.03
C -0.03 -5.89 -7.27
C 1.12 -5.10 -7.38
H 2.09 -3.88 -5.99
H 0.29 -4.26 -4.41
H -1.53 -6.08 -5.70
H -0.44 -6.55 -8.02
H 1.74 -4.92 -8.24
*
```

LUMO level   0.479 eV
Electronic energy   -5910.60412 hartree
ΔE to the lowest compared entry with this formula, charge and spin   31.9 kcal per mole
SMILES string   CCOP(=O)(OCC)OCC.CCOP(=O)(OCC)OCC.CCOP(=O)(OCC)OCC.CCOP(=O)(OCC)OCC.CCOP(=O)(OCC)OCC.CCOP(=O)(OCC)OCC.c1cc[nH]c1.c1cc[nH]c1.c1cc[nH]c1
Kohn-Sham gap   8.1 eV

Results of the Mulliken charge analysis, in e, for atoms 1 through 6:
1. C -0.902
2. C -0.150
3. O -0.410
4. P 0.801
5. O -0.750
6. O -0.271



(2)
The following is a DFT calculation (wB97M-V/def2-TZVPD) of 2 unconnected molecules or ions with the total composition C5H11NO.

```
! wB97M-V def2-TZVPD RIJCOSX def2/J DEFGRID3
* xyz 0 1
C -0.44 -1.84 2.20
N -0.47 -0.80 1.20
C 0.13 -0.91 0.12
O 0.93 -1.70 -0.63
C 0.50 -0.34 -1.14
C -1.23 1.92 -0.24
C 1.61 0.67 -1.28
H -1.47 -2.15 2.42
H -0.03 -1.42 3.12
H 0.15 -2.72 1.92
H -1.03 1.01 0.31
H -0.21 -0.42 -1.96
H -0.58 2.71 0.15
H -2.28 2.17 -0.08
H -1.05 1.80 -1.31
H 1.31 1.50 -1.94
H 1.89 1.10 -0.31
H 2.48 0.18 -1.72
*
```

LUMO level   0.972 eV
Electronic energy   -327.02941 hartree
ΔE to the lowest compared entry with this formula, charge and spin   64.0 kcal per mole
SMILES string   C/N=C1\O[C@@H]1C.C
Kohn-Sham gap   10.8 eV

Results of the Mulliken charge analysis, in e, for atoms 1 through 6:
1. C -0.840
2. N -0.485
3. C 0.621
4. O -0.485
5. C -0.109
6. C -0.735



(3)
The following is a DFT calculation (wB97M-V/def2-TZVPD) of 4 unconnected molecules or ions with the total composition C4H16N8O4 at a distorted geometry.

```
! wB97M-V def2-TZVPD RIJCOSX def2/J DEFGRID3
* xyz 0 1
C -25.46 -9.21 -30.55
O -24.89 -8.16 -30.30
N -24.86 -10.25 -31.05
N -26.63 -9.55 -30.05
H -25.30 -11.15 -31.10
H -23.99 -10.06 -31.52
H -27.07 -10.40 -30.38
H -27.13 -8.81 -29.59
C -17.60 -13.26 -33.35
O -18.38 -12.39 -33.01
N -17.32 -14.40 -32.71
N -17.01 -13.36 -34.55
H -16.76 -15.09 -33.19
H -17.74 -14.56 -31.81
H -16.27 -14.03 -34.72
H -17.32 -12.64 -35.18
C -21.98 -4.18 -34.07
O -21.44 -3.69 -35.01
N -21.54 -4.35 -32.83
N -23.26 -4.58 -34.20
H -20.55 -4.17 -32.74
H -22.17 -4.79 -32.17
H -23.68 -4.71 -35.11
H -23.75 -5.04 -33.45
C -24.58 -17.87 -31.36
O -25.24 -18.34 -30.46
N -23.30 -18.03 -31.69
N -25.11 -17.05 -32.15
H -22.78 -17.59 -32.43
H -22.84 -18.79 -31.21
H -24.76 -16.46 -32.90
H -26.09 -16.87 -32.03
*
```

LUMO level   0.202 eV
Electronic energy   -901.09916 hartree
ΔE to the lowest compared entry with this formula, charge and spin   64.5 kcal per mole
SMILES string   NC(N)=O.NC(N)=O.NC(N)=O.NC(N)=O
Kohn-Sham gap   9.9 eV

Results of the Mulliken charge analysis, in e, for atoms 1 through 6:
1. C 0.662
2. O -0.660
3. N -0.376
4. N -0.414
5. H 0.164
6. H 0.221



(4)
The following is a DFT calculation (wB97M-V/def2-TZVPD) of 2 unconnected molecules or ions with the total composition N2P2S at a distorted geometry.

```
! wB97M-V def2-TZVPD RIJCOSX def2/J DEFGRID3
* xyz 0 1
N -1.94 -1.49 -0.25
N 1.42 0.51 0.01
P -2.26 -0.12 0.12
P 1.97 -0.84 0.08
S 0.81 1.95 0.04
*
```

LUMO level (alpha / beta)   -0.761 / -0.761 eV
Electronic energy   -1190.32943 hartree
ΔE to the lowest compared entry with this formula, charge and spin   64.4 kcal per mole
SMILES string   P#[N+][S-].N#P
Kohn-Sham gap (alpha / beta)   8.0 / 8.0 eV

Mulliken analysis output, partial charges in e:
1. N -0.274
2. N 0.117
3. P 0.258
4. P 0.046
5. S -0.148



(5)
The following is a DFT calculation (wB97M-V/def2-TZVPD) of C6H13NO in the gas phase at a distorted geometry.

```
! wB97M-V def2-TZVPD RIJCOSX def2/J DEFGRID3
* xyz 0 1
C -1.01 -0.24 -0.96
N -1.49 -0.38 0.38
C -2.82 -0.78 0.80
O -3.43 0.26 1.52
C 0.22 0.69 -1.04
C 1.58 -0.10 -0.93
C 2.17 0.16 0.45
C 3.45 0.38 0.73
H -1.85 0.24 -1.49
H -0.67 -1.15 -1.45
H -0.80 -0.64 1.07
H -2.76 -1.66 1.44
H -3.49 -1.06 -0.04
H -2.93 1.05 1.49
H 0.29 1.47 -0.27
H 0.32 1.34 -1.92
H 2.28 0.30 -1.68
H 1.43 -1.16 -1.12
H 1.51 0.18 1.32
H 3.85 0.43 1.73
H 4.16 0.65 -0.04
*
```

LUMO level   1.041 eV
Electronic energy   -366.34196 hartree
ΔE to the lowest compared entry with this formula, charge and spin   57.7 kcal per mole
SMILES string   C=CCCCNCO
Kohn-Sham gap   10.0 eV

Results of the Mulliken charge analysis, in e, for atoms 1 through 6:
1. C -0.564
2. N -0.107
3. C -0.389
4. O -0.536
5. C -0.936
6. C -0.324



(6)
The following is a DFT calculation (wB97M-V/def2-TZVPD) of a molecular structure, C22H42O19PS3Tl at a distorted geometry.

```
! wB97M-V def2-TZVPD RIJCOSX def2/J DEFGRID3
* xyz -1 2
Tl -18.06 2.90 -10.56
P -16.06 0.99 -12.01
O -15.16 0.00 -12.76
O -16.94 2.04 -12.91
O -15.45 1.81 -10.91
O -17.21 0.30 -11.23
C -12.27 -1.45 -11.54
C -12.83 -0.35 -10.53
C -14.01 -0.80 -9.63
O -13.48 -0.91 -8.39
C -12.36 -0.43 -8.25
O -11.71 -0.35 -7.23
O -11.87 -0.01 -9.51
H -12.69 -1.36 -12.54
H -12.52 -2.40 -11.07
H -11.20 -1.32 -11.71
H -13.19 0.52 -11.07
H -14.43 -1.76 -9.94
H -14.78 -0.04 -9.75
C -17.24 -2.51 -14.05
C -15.78 -2.83 -13.67
C -15.41 -3.04 -12.23
O -15.75 -4.35 -11.90
C -15.86 -4.96 -13.08
O -16.02 -6.12 -13.22
O -15.61 -4.12 -14.03
H -17.34 -2.55 -15.13
H -17.55 -1.60 -13.54
H -18.00 -3.13 -13.57
H -15.38 -1.95 -14.16
H -15.96 -2.31 -11.63
H -14.37 -2.92 -11.93
C -15.75 2.43 -15.78
C -16.95 1.38 -15.73
C -18.33 1.51 -15.24
O -19.16 0.88 -16.28
C -18.32 0.54 -17.28
O -18.75 0.01 -18.28
O -17.16 0.77 -16.93
H -16.03 3.46 -16.01
H -15.00 2.08 -16.50
H -15.28 2.59 -14.81
H -16.61 0.66 -14.99
H -18.68 2.51 -14.95
H -18.53 0.95 -14.33
C -11.96 0.80 -14.35
C -12.19 2.26 -14.15
C -12.35 2.62 -12.74
O -11.63 3.84 -12.71
C -10.70 3.85 -13.82
O -9.85 4.69 -14.09
O -11.06 2.97 -14.70
H -11.02 0.49 -13.89
H -12.09 0.46 -15.38
H -12.66 0.14 -13.84
H -13.02 2.71 -14.70
H -11.94 1.97 -11.97
H -13.39 2.90 -12.56
C -18.07 -4.49 -9.04
S -19.01 -3.31 -10.21
O -20.56 -3.31 -9.95
C -18.30 -1.86 -9.29
H -16.98 -4.44 -9.02
H -18.48 -5.50 -9.13
H -18.35 -4.04 -8.09
H -18.62 -0.96 -9.82
H -17.21 -1.87 -9.34
H -18.80 -1.82 -8.33
C -14.12 5.84 -12.28
S -14.97 5.75 -10.62
O -16.25 4.94 -10.85
C -13.74 4.62 -9.83
H -13.14 6.32 -12.22
H -14.69 6.46 -12.97
H -13.86 4.91 -12.79
H -14.03 4.45 -8.79
H -12.72 5.02 -9.81
H -13.68 3.62 -10.25
C -22.53 0.46 -11.23
S -21.16 0.73 -12.42
O -20.28 1.86 -11.91
C -20.32 -0.81 -12.05
H -23.36 -0.18 -11.53
H -23.07 1.32 -10.83
H -22.20 0.09 -10.26
H -19.24 -0.64 -12.03
H -20.39 -1.40 -12.97
H -20.75 -1.20 -11.13
*
```

LUMO level (alpha / beta)   1.877 / 0.210 eV
<S²>   0.765
Electronic energy   -4001.45443 hartree
Kohn-Sham gap (alpha / beta)   8.9 / 6.8 eV

Results of the Mulliken charge analysis, in e, for atoms 1 through 6:
1. Tl 0.821
2. P 0.604
3. O -0.524
4. O -0.924
5. O -0.676
6. O 0.011



(7)
The following is a DFT calculation (wB97M-V/def2-TZVPD) of a molecular structure, C2H3FO2Rb at a distorted geometry.

```
! wB97M-V def2-TZVPD RIJCOSX def2/J DEFGRID3
* xyz 1 1
F -1.00 -1.69 1.28
H -1.66 -1.24 0.37
O -0.85 -0.31 -0.64
C 0.25 -0.56 -0.03
C 1.01 0.68 0.48
O 0.87 1.72 -0.11
Rb -1.00 2.23 -2.47
H 0.86 -1.42 -0.35
H 1.53 0.60 1.45
*
```

LUMO level   -4.999 eV
Electronic energy   -352.14164 hartree
ΔE to the lowest compared entry with this formula, charge and spin   41.3 kcal per mole
Kohn-Sham gap   9.5 eV

Results of the Mulliken charge analysis, in e, for atoms 1 through 6:
1. F -0.473
2. H 0.484
3. O -0.621
4. C 0.327
5. C 0.039
6. O -0.397



(8)
The following is a DFT calculation (wB97M-V/def2-TZVPD) of a molecular structure, C18H25N3O6P2S2TeV.

```
! wB97M-V def2-TZVPD RIJCOSX def2/J DEFGRID3
* xyz 0 2
V 0.46 0.31 0.14
S 1.28 4.62 -1.11
C 2.02 3.65 -2.32
C 1.84 2.32 -2.10
C 1.09 2.02 -0.92
C 0.74 3.19 -0.29
C -0.04 3.16 0.92
C -0.45 4.27 1.66
C -1.20 4.09 2.80
C -1.53 2.79 3.19
C -1.08 1.74 2.42
N -0.35 1.90 1.32
H 2.54 4.13 -3.14
H 2.23 1.57 -2.78
H -0.17 5.26 1.32
H -1.53 4.94 3.38
H -2.12 2.60 4.08
H -1.30 0.71 2.69
N 0.14 -3.84 -0.43
C -0.84 -2.81 -0.97
C -1.98 -3.49 -1.71
P -1.30 -1.81 0.51
O -2.57 -2.63 1.06
O -0.09 -1.94 1.40
O -1.68 -0.41 0.14
P 0.19 -1.72 -2.08
O 0.84 -2.89 -3.02
O 1.30 -1.25 -1.19
O -0.69 -0.83 -2.85
H -0.34 -4.65 -0.05
H 0.62 -3.33 0.35
H 0.79 -4.13 -1.16
H -2.54 -4.15 -1.05
H -1.60 -4.06 -2.56
H -2.65 -2.73 -2.09
H -3.26 -2.04 1.38
H 0.54 -2.79 -3.93
S 2.38 0.61 1.69
C 3.12 -0.86 2.06
N 3.71 -1.00 3.28
C 4.38 -2.11 3.70
C 4.50 -3.18 2.88
C 3.91 -3.10 1.59
C 3.24 -1.98 1.19
H 3.62 -0.21 3.90
H 4.79 -2.07 4.69
H 5.03 -4.06 3.20
H 4.03 -3.93 0.91
H 2.81 -1.88 0.21
C -3.81 0.87 -2.50
Te -2.25 2.30 -2.20
C -3.51 4.01 -2.47
H -4.14 0.85 -3.54
H -4.65 1.09 -1.84
H -3.38 -0.09 -2.23
H -4.32 4.01 -1.74
H -3.92 4.05 -3.48
H -2.88 4.89 -2.30
*
```

LUMO level (alpha / beta)   -0.200 / -0.201 eV
<S²>   0.761
Electronic energy   -4007.93087 hartree
ΔE to the lowest compared entry with this formula, charge and spin   6.1 kcal per mole
Kohn-Sham gap (alpha / beta)   5.8 / 5.1 eV

Results of the Mulliken charge analysis, in e, for atoms 1 through 6:
1. V 0.505
2. S -0.278
3. C -0.477
4. C -0.493
5. C -0.080
6. C 0.449